# H6NP3

H6NP3 as an isolated structure at a distorted geometry (ωB97M-V/def2-TZVPD, OMol25).

## Properties
HOMO: -8.2 eV
E: -29448.94656 eV
LUMO: -0.105 eV
Energy relative to the best compared isomer or geometry (same formula, charge and spin): 358.1 kJ/mol
Orbital gap: 0.2975 Ha

```
10
H6NP3 | OMol25 | ωB97M-V/def2-TZVPD
P 1.158 -1.184 -0.106
P -0.260 0.677 0.451
P -2.138 -0.135 -0.177
N 2.123 0.089 -0.323
H 1.915 1.358 -0.610
H -2.650 0.431 -1.353
H 1.384 -1.314 1.285
H 2.555 -0.305 -1.020
H -3.172 0.397 0.490
H -0.916 -0.013 1.363
```